# 1
67
Properties=species:S:1:pos:R:3 method="wB97M-V/def2-TZVPD" e_tot_ev=-61643.3554 total_charge=0 multiplicity=1
O 3.1054 -0.1900 -0.8007
C -0.8973 2.5258 -1.3383
H -2.1578 -1.8337 -2.8820
C 3.2614 -1.1961 0.0529
O 3.3772 -2.3352 -0.3202
H -2.3531 3.6342 -2.4704
H -2.7279 0.8712 0.8641
H 4.5964 2.0893 2.5403
O -2.3170 -4.5643 0.2952
H -2.9967 -0.8125 -4.0405
H -3.7181 -0.2525 -0.5035
O -0.4492 -0.5313 1.5537
H 2.6113 0.0233 1.6957
N 3.8630 4.4380 1.1342
H -0.6791 -3.6481 1.8001
O -2.2543 -2.1290 0.0911
N -0.3440 -3.1063 2.5991
N -1.3222 -2.1334 2.9026
C 3.4858 3.3615 0.3696
C -2.5540 1.0212 1.9289
H 3.2688 0.7079 -0.3588
C -0.9599 0.0956 -1.5837
H 0.4337 1.1811 -0.3534
H 3.7418 5.3524 0.7325
H 4.6969 4.3325 1.6853
H -3.3577 1.6104 -3.4614
H 2.1788 2.8492 -1.0914
S -2.3914 -3.4488 -0.6001
C -0.4024 1.2619 -1.0462
H 5.2096 -1.5274 2.0254
N 2.6037 3.6431 -0.6384
C 4.6661 -0.5803 2.0784
C -2.5279 1.5163 -2.7679
C -5.1761 -1.4543 -3.2699
C -1.3420 -0.9435 2.2947
H 0.5104 -2.6146 2.3279
H -6.0712 -1.8042 -2.7554
H -0.4701 3.4047 -0.8682
H 6.4981 0.4860 1.8534
C -2.7959 -0.9583 -2.9765
H -5.3803 -0.7941 -0.7375
C 3.2442 -0.8566 1.5498
C -4.5158 -0.3535 -1.2355
C 5.5066 0.5028 1.3967
H 5.6458 0.2675 0.3381
O -1.3633 -3.4264 -1.6703
C -2.0596 0.2447 -2.4354
H 2.6631 -1.8557 3.2357
H -4.8886 -2.2059 -4.0043
O -2.4368 -0.2387 2.5993
H -2.1793 -2.4754 3.3035
H -1.6504 1.6129 2.0603
H -4.7951 0.6368 -1.6094
H 3.0931 -2.8377 1.9853
Sn -0.0403 -1.7082 -0.6259
C -1.9630 2.6560 -2.2191
H -5.4197 -0.5229 -3.7969
H -3.4043 1.5170 2.3875
H 4.5715 -0.3227 3.1384
N -4.0992 -1.2672 -2.3034
N 2.6092 -1.9805 2.2314
O -3.7770 -3.4709 -1.2861
H -3.8692 -2.6098 -1.8874
N 3.9090 2.1637 0.5478
H 5.7966 2.6213 1.3547
H 1.9973 4.4375 -0.5322
C 4.9622 1.9243 1.5166

# 2
60
Properties=species:S:1:pos:R:3 method="wB97M-V/def2-TZVPD" e_tot_ev=-50062.6847 total_charge=-1 multiplicity=1
H 1.8779 1.7572 2.5850
H 2.7977 -0.4468 -2.7213
F 4.4869 -2.2954 -0.0882
N -3.9295 2.2046 4.5987
H -0.9938 -0.6314 1.8694
O 1.1024 1.2188 0.6947
H 3.4579 -0.4183 1.0117
S 3.6326 1.7660 -2.5056
H -3.7312 -3.7599 -1.8697
C -0.4807 0.2662 2.2031
C 2.9641 -1.2826 1.4459
H 7.0416 1.5826 -3.9480
O 0.8201 -2.2313 1.8694
C 3.5178 -2.5310 0.8428
H -0.0080 1.5522 -2.8837
H -5.3670 -3.2291 -1.4124
C -1.3289 -0.1164 -2.5100
C -3.1027 1.3078 3.7587
H 5.3716 0.2814 -3.0649
H -4.8737 2.2113 4.2237
H -1.8496 0.2582 -3.3961
H -3.6226 -2.1021 -3.4645
C -1.6289 1.6023 4.0472
H -1.2532 2.4887 3.5310
C 1.4278 -1.1157 1.2140
C -0.4060 1.0223 -2.0068
H -3.3155 0.2703 3.9966
Al 1.1679 0.3911 -0.9291
O 1.9305 0.7981 2.6951
H -3.2679 1.5315 2.6990
H -2.2059 -1.4506 -1.0991
C -4.2892 -1.8059 -2.6521
H 6.3833 2.6287 -2.7294
H -0.7673 -1.0179 -2.7508
H 1.2867 -2.4502 2.6853
H -0.9955 1.7562 -1.4534
H -4.6075 -0.1139 -1.4052
H 6.0150 2.8841 -4.4774
H -3.5709 3.1491 4.4978
O 0.9995 -1.2168 -0.0602
H -1.5381 1.8045 5.1202
H 0.1998 0.5248 4.3053
H 3.7285 -0.2552 -1.2418
C -2.4508 -0.4646 -1.4873
C -3.8463 -0.4285 -2.1257
C 0.9819 0.3081 1.7506
H -3.8944 0.2694 -2.9630
C -4.3372 -2.9124 -1.5606
H 4.6391 0.8240 -4.5483
C -0.7131 0.3968 3.7262
C 6.1502 2.1575 -3.6777
H -1.0009 1.0956 1.7247
H -5.2943 -1.7323 -3.0714
C 4.9929 1.1677 -3.5766
H -1.2319 -0.4724 4.1364
H -2.4541 0.2464 -0.6613
O 3.2375 -3.6122 1.0725
H 3.1268 -1.3145 2.5197
C 2.9524 0.2043 -1.8531
H -3.9335 -2.5206 -0.6299

Relative energy (zero: lowest compared OMol25 entry of this formula, charge and spin) across the listed records, respectively: 0.0, 0.0 kcal per mole.